{
  "formula": "C42H73N8O16P3",
  "method": "wB97M-V/def2-TZVPD",
  "lumo_ev": -0.99,
  "smiles": "O=[N+]([O-])c1ccccc1.O=[N+]([O-])c1ccccc1.CCOP(=O)(OCC)OCC.CCOP(=O)(OCC)OCC.CCOP(=O)(OCC)OCC.CC#N.CC#N.CC#N.CC#N.CC#N.CC#N",
  "energy_ha": -4310.1381,
  "gap_ev": 8.92,
  "elements": ["C", "C", "N", "H", "H", "H", "C", "C", "N", "H", "H", "H", "C", "C", "N", "H", "H", "H", "C", "C", "N", "H", "H", "H", "C", "C", "N", "H", "H", "H", "C", "C", "N", "H", "H", "H", "C", "C", "C", "C", "C", "C", "N", "O", "O", "H", "H", "H", "H", "H", "C", "C", "C", "C", "C", "C", "N", "O", "O", "H", "H", "H", "H", "H", "C", "C", "O", "P", "O", "O", "C", "C", "O", "C", "C", "H", "H", "H", "H", "H", "H", "H", "H", "H", "H", "H", "H", "H", "H", "H", "C", "C", "O", "P", "O", "O", "C", "C", "O", "C", "C", "H", "H", "H", "H", "H", "H", "H", "H", "H", "H", "H", "H", "H", "H", "H", "C", "C", "O", "P", "O", "O", "C", "C", "O", "C", "C", "H", "H", "H", "H", "H", "H", "H", "H", "H", "H", "H", "H", "H", "H", "H"],
  "coordinates": [[10.477930, 17.663220, 14.591885], [10.132580, 19.096370, 14.283985], [9.869620, 20.174630, 14.051235], [10.337360, 17.544110, 15.666205], [11.522530, 17.421740, 14.395465], [9.924440, 16.824050, 14.170535], [19.544480, 15.856220, 12.987405], [19.355410, 14.792430, 13.962415], [19.216340, 13.949280, 14.737365], [20.197120, 15.476190, 12.201435], [20.066710, 16.713430, 13.412345], [18.660010, 16.295920, 12.526455], [16.933700, 24.289930, 10.586745], [16.031420, 23.467280, 11.429065], [15.304050, 22.832910, 12.082195], [17.772720, 23.746330, 10.152405], [17.351840, 25.066470, 11.227245], [16.259100, 24.695990, 9.832995], [16.642600, 13.977350, 10.585335], [17.578560, 13.745640, 9.459265], [18.241300, 13.427390, 8.579375], [17.200480, 14.333320, 11.451445], [16.138420, 13.065630, 10.905735], [15.875380, 14.730320, 10.405055], [8.890570, 20.861610, 17.544755], [10.040230, 19.863910, 17.501285], [10.895170, 19.124030, 17.550785], [8.065070, 20.517190, 16.921835], [9.160120, 21.813650, 17.087525], [8.534590, 21.223970, 18.509165], [11.599220, 22.438770, 11.129155], [12.006010, 21.312040, 10.272465], [12.273290, 20.406120, 9.642445], [11.305880, 23.240500, 10.451455], [12.522290, 22.540310, 11.699885], [10.798500, 22.174290, 11.819805], [17.301830, 25.056810, 16.364855], [16.413040, 24.843160, 15.285635], [15.255010, 24.081310, 15.486095], [14.916700, 23.619930, 16.772695], [15.748210, 23.925440, 17.888205], [17.001350, 24.593720, 17.644905], [13.736330, 22.732520, 17.043375], [13.438720, 22.635430, 18.218115], [13.017570, 22.397450, 16.110025], [18.293610, 25.455930, 16.211585], [16.732500, 25.222080, 14.326065], [14.640270, 23.861050, 14.625885], [15.433550, 23.564630, 18.856295], [17.721280, 24.838940, 18.411705], [13.457070, 19.571610, 15.018955], [13.731260, 20.228370, 13.825325], [14.444560, 19.578610, 12.852545], [14.899390, 18.216460, 13.110155], [14.578840, 17.611230, 14.286365], [13.880270, 18.279650, 15.244015], [15.621770, 17.486280, 12.030065], [15.791360, 18.044240, 10.956125], [16.033700, 16.336830, 12.193235], [12.945850, 20.113560, 15.800845], [13.449220, 21.244420, 13.591865], [14.724420, 20.091660, 11.944335], [14.950570, 16.620360, 14.501805], [13.674520, 17.808120, 16.193605], [17.307010, 21.067480, 15.676165], [16.894440, 19.991140, 16.722035], [18.087330, 19.240420, 17.132555], [18.137440, 17.644400, 16.875905], [18.198870, 17.279540, 15.448715], [19.437960, 17.294630, 17.740975], [19.513190, 17.610190, 19.137045], [20.473470, 18.774410, 19.274675], [16.867290, 16.976500, 17.729625], [16.600630, 15.575570, 17.675125], [17.177290, 14.865680, 18.892695], [18.023490, 20.604000, 14.997985], [16.502060, 21.429760, 15.036695], [17.852560, 21.884350, 16.148605], [16.497350, 20.406730, 17.648155], [16.231850, 19.250250, 16.274635], [18.558100, 17.961770, 19.527305], [19.813790, 16.844810, 19.852545], [21.347890, 18.732220, 18.625295], [19.887110, 19.640600, 18.968085], [20.792160, 18.972220, 20.298105], [15.519260, 15.528980, 17.803835], [16.825730, 15.068740, 16.736735], [16.845690, 13.828200, 18.934865], [18.265640, 14.872690, 18.833275], [16.899750, 15.408260, 19.796405], [18.012780, 17.019370, 7.608435], [18.028160, 17.130800, 9.153615], [19.359170, 16.838740, 9.792175], [20.479010, 17.918540, 10.032795], [21.448950, 17.464480, 11.053035], [21.050800, 18.061580, 8.540885], [22.226430, 18.823140, 8.284735], [23.336040, 17.997930, 7.700675], [19.717890, 19.326790, 10.347635], [19.276820, 19.567780, 11.678675], [18.137320, 20.531870, 11.600015], [18.124330, 15.985720, 7.280975], [17.020980, 17.284200, 7.241975], [18.761230, 17.627470, 7.100345], [17.783620, 18.166780, 9.388255], [17.215380, 16.521510, 9.548895], [22.103330, 19.696770, 7.644655], [22.581860, 19.219430, 9.235905], [23.631290, 17.165360, 8.339245], [23.044500, 17.518820, 6.766035], [24.195210, 18.612850, 7.432715], [18.918360, 18.636640, 12.117515], [20.073380, 19.933710, 12.326505], [18.523680, 21.455500, 11.169045], [17.262660, 20.245300, 11.016115], [17.810220, 20.659220, 12.631945], [15.629500, 13.229630, 14.369035], [14.465680, 12.220750, 14.466475], [13.678900, 12.490930, 13.274185], [13.765070, 11.452420, 11.996615], [15.111350, 10.917030, 11.778235], [12.594620, 10.410790, 12.401035], [12.403040, 9.186100, 11.705855], [11.381260, 9.353870, 10.536495], [13.162280, 12.357690, 10.725795], [11.896540, 12.999950, 10.863625], [11.392670, 13.176740, 9.397075], [16.228930, 13.267830, 15.278605], [16.319330, 13.054930, 13.543375], [15.294990, 14.257120, 14.226015], [14.810180, 11.194400, 14.593125], [13.799740, 12.444530, 15.299865], [13.341340, 8.791000, 11.316485], [11.912910, 8.497940, 12.394545], [10.513750, 9.926290, 10.864895], [11.734070, 10.006590, 9.738005], [11.053180, 8.485310, 9.965465], [11.226350, 12.308150, 11.373875], [11.791230, 13.948660, 11.389905], [12.223800, 13.380470, 8.721935], [10.984290, 12.211130, 9.098885], [10.600310, 13.916570, 9.283395]],
  "forces_ev_per_a": [[0.1, 0.4, 0.8], [0.6, -3.6, 0.0], [-0.4, 1.8, -0.3], [0.2, 0.1, 0.1], [0.0, 0.5, -0.1], [-0.6, 0.8, -0.6], [0.8, 0.3, -0.4], [-0.6, -0.1, 0.5], [0.1, 0.4, -0.4], [-0.1, 0.1, -0.1], [0.1, -0.2, 0.3], [-0.3, -0.6, 0.2], [-0.8, -0.2, 0.7], [-0.5, -1.2, 0.9], [1.2, 1.2, -1.2], [-0.4, -0.3, 0.0], [-0.1, 0.2, -0.2], [0.5, 0.3, -0.2], [0.4, 0.1, 0.2], [-1.1, -0.3, 0.7], [0.2, 0.2, -0.2], [0.1, 0.0, -0.1], [0.2, -0.2, -0.4], [0.2, -0.1, -0.4], [0.7, 0.0, -0.9], [-3.1, 2.9, 0.7], [1.6, -1.4, -0.1], [0.0, -0.3, 0.3], [0.6, -0.2, -0.4], [0.3, -1.0, 0.3], [0.7, -1.1, -0.5], [-1.4, 0.9, 1.0], [0.6, -1.2, -1.0], [0.3, 0.3, 0.5], [-0.1, 1.2, 0.2], [0.0, -0.2, -0.2], [-0.7, -1.0, -0.2], [0.5, -0.4, 1.4], [0.0, 0.1, 0.1], [1.9, 0.3, 0.5], [0.9, 0.2, -1.6], [-1.9, -0.2, -0.4], [-0.9, 2.3, -0.3], [0.1, -0.9, -0.2], [0.9, -0.2, 0.4], [-0.1, 0.4, -0.2], [-0.4, -0.2, -0.2], [-0.2, -0.2, 0.1], [0.2, 0.1, 0.1], [-0.2, -0.3, 0.4], [-0.3, 0.6, 0.5], [0.3, -0.2, -0.4], [1.3, -2.3, -0.1], [-0.8, 2.4, -1.5], [1.2, -1.6, -0.2], [-0.6, 0.7, 0.8], [0.6, -0.6, -0.7], [-0.5, 0.6, 0.7], [-0.8, 1.0, 1.1], [-0.2, -0.1, 0.0], [-0.2, 0.1, 0.5], [-0.1, -0.2, -0.1], [0.0, -0.2, -0.2], [-0.1, 0.0, 0.1], [0.4, -0.9, 0.5], [0.8, 0.0, -0.8], [-0.7, -0.9, 0.2], [-0.3, -0.1, 0.7], [-0.1, 0.0, 1.0], [-0.6, -0.9, -0.2], [0.3, 1.3, 0.9], [-0.3, 1.0, -0.1], [1.9, 1.7, -1.4], [-1.1, -0.7, 0.9], [0.7, 0.4, -0.4], [0.0, -0.2, 0.0], [-0.3, 0.0, 0.4], [-0.3, 0.2, 0.1], [-0.3, 0.0, -0.2], [-0.4, 0.4, 0.1], [-0.3, -0.2, -0.3], [0.1, -1.0, -1.0], [0.0, -0.4, 0.1], [0.3, 0.3, -0.1], [0.0, -0.3, 0.1], [-0.2, 0.0, -0.3], [0.5, 0.4, -0.1], [-0.1, 0.1, 0.0], [0.1, -0.1, 0.0], [-0.2, -0.1, 0.0], [0.2, -0.7, 0.5], [0.7, 1.0, -1.2], [-1.8, 0.0, -0.4], [0.1, -0.5, 0.0], [-0.6, 0.8, -0.6], [-0.5, 0.6, 0.2], [1.2, 0.5, 0.9], [0.0, -1.0, -0.6], [1.4, -1.0, -0.9], [-0.7, -0.8, 0.0], [0.0, 0.6, 0.4], [0.3, -0.1, 0.2], [-0.1, 0.4, 0.2], [0.0, 0.1, 0.2], [0.1, -0.1, 0.3], [0.8, -0.3, 0.5], [-0.9, -0.1, -0.1], [0.1, 0.1, 0.1], [0.1, 0.2, 0.3], [-0.3, 0.1, -0.1], [0.0, 0.1, 0.3], [0.1, -0.2, 0.1], [0.2, 0.1, -0.2], [-0.2, 0.3, 0.2], [0.3, -0.5, -0.1], [-0.2, 0.5, 0.0], [0.1, 0.0, 0.6], [0.7, 1.6, -0.4], [-0.5, -1.8, -1.8], [-0.9, 2.0, 0.8], [-0.7, -0.1, -0.4], [0.8, 0.9, -0.3], [-1.4, -0.6, -1.6], [0.3, 1.3, -0.3], [1.4, -0.9, 2.5], [-1.6, -0.3, -1.6], [0.0, -0.7, 0.7], [0.1, -0.3, 0.1], [-0.2, -0.5, 0.0], [-0.5, -0.1, 0.0], [-0.1, -0.1, -0.5], [0.1, 0.1, 0.0], [0.1, 0.0, 0.3], [0.5, 0.0, 0.3], [-0.3, -0.4, 0.4], [0.7, 0.1, 0.1], [0.1, -0.5, 0.7], [-0.1, 0.0, 0.1], [1.2, 0.0, 0.2], [0.0, 0.3, 0.2], [0.0, 0.0, -0.2], [0.2, 0.1, 0.1]]
}